Entry 1:
DFT (wB97M-V/def2-TZVPD) results for the molecule C17H18F3N3O3S.

```
45
Properties=species:S:1:pos:R:3:forces:R:3
C -0.73007 -3.21940 -1.78268 0.30 0.27 -0.03
C 0.28466 -2.40046 -2.56818 -0.52 -0.17 -0.28
O 1.22007 -1.75750 -1.70356 0.33 -0.08 0.15
C 0.81784 -0.62279 -1.12509 -0.36 0.31 -0.02
O -0.26442 -0.11492 -1.32488 0.19 -0.26 -0.18
C 1.83630 -0.07706 -0.22122 -0.02 0.44 0.45
C 1.58855 1.02256 0.57302 0.36 -0.27 -0.10
N 0.41005 1.76767 0.61130 0.00 0.05 0.58
C 0.03767 2.54872 -0.43668 -0.47 0.32 0.12
O 0.76849 2.95038 -1.30479 0.15 0.07 -0.28
C -1.45800 2.92092 -0.35836 0.59 0.27 -0.07
N -2.24768 1.72454 -0.30618 -0.61 -0.30 -0.11
N -2.23492 1.00173 0.80719 -0.18 -0.44 0.78
C -2.91527 -0.10242 0.52734 0.22 0.53 -0.41
C -3.09008 -1.16989 1.54413 -0.03 -0.36 0.63
F -1.98105 -1.37874 2.27315 0.14 0.18 -0.07
F -3.40264 -2.34967 0.98079 -0.04 0.03 -0.32
F -4.07350 -0.90731 2.42688 -0.06 0.19 -0.07
C -3.37450 -0.08412 -0.79372 0.09 0.22 0.09
C -2.90745 1.10997 -1.30931 -0.33 -0.38 0.03
C -3.02268 1.67846 -2.67238 0.11 0.07 0.00
S 2.94062 1.44554 1.57601 -0.20 -0.46 -0.51
C 3.84124 0.13422 0.91894 -0.33 0.20 -0.08
C 3.14580 -0.57702 -0.00658 0.22 0.30 0.24
C 3.95999 -1.71538 -0.52581 0.05 -0.16 -0.08
C 5.37599 -1.39962 0.00923 -0.01 -0.04 -0.02
C 5.20586 -0.40175 1.17749 0.18 -0.01 0.20
H -1.38491 -3.74639 -2.47050 -0.09 -0.09 -0.07
H -0.22172 -3.94322 -1.15052 0.01 -0.11 0.04
H -1.33231 -2.56724 -1.15498 -0.08 0.03 0.04
H -0.22610 -1.63899 -3.16732 0.14 -0.15 0.03
H 0.89120 -3.03861 -3.21410 -0.06 0.12 0.06
H -0.35287 1.40934 1.19032 0.22 0.03 -0.18
H -1.72267 3.51246 -1.23378 0.05 -0.10 0.11
H -1.62844 3.50077 0.55327 -0.08 -0.04 -0.14
H -3.94475 -0.84012 -1.29115 -0.12 -0.12 -0.19
H -3.51564 2.65028 -2.65339 -0.03 0.04 -0.08
H -3.60014 1.00614 -3.29975 -0.02 0.00 -0.04
H -2.03060 1.79926 -3.10568 0.04 0.03 -0.12
H 3.93373 -1.78065 -1.61236 0.00 -0.09 -0.01
H 3.57844 -2.65793 -0.12699 0.00 -0.07 -0.07
H 5.89860 -2.30074 0.32340 0.08 0.00 -0.04
H 5.96072 -0.92863 -0.78075 0.02 -0.01 0.00
H 5.97339 0.37211 1.17600 0.06 -0.03 0.04
H 5.24134 -0.90658 2.14678 0.07 0.01 0.02
```
Forces are in eV/Å.

The calculation puts the highest occupied orbital energy at -8.59 eV. The relative energy (zero: lowest compared OMol25 entry of this formula, charge and spin) comes out at 0.000 eV. The molar mass is 401.410 g mol⁻¹. The total energy comes out at -47522.9229 eV. Its gap between HOMO and LUMO is 9.20 eV. As for the net charge: 0. As for the SMILES: CCOC(=O)c1c(NC(=O)Cn2nc(C(F)(F)F)cc2C)sc2c1CCC2. The LUMO energy comes out at 0.6 eV.

Entry 2:
DFT (wB97M-V/def2-TZVPD) results for the molecule C4H3ClN2O.

```
11
Properties=species:S:1:pos:R:3:forces:R:3
O 2.66380 -1.27272 0.12960 -0.57 -0.45 0.12
C 1.70404 -0.57004 0.00108 -1.18 0.71 -1.11
C 0.19959 -1.03594 -0.14997 0.18 1.41 1.49
C -0.74562 -0.08751 0.06229 -0.36 -0.08 -1.64
Cl -2.54375 -0.39483 0.00304 1.98 0.24 0.26
N -0.42743 1.26894 -0.00692 -5.58 0.50 2.78
C 0.85936 1.58729 -0.01556 1.32 2.49 0.11
N 1.89416 0.87024 -0.12008 -0.01 -2.59 0.41
H -0.22587 -2.02797 -0.13659 0.85 -0.44 -0.19
H -1.27426 1.93816 0.49085 3.64 -2.20 -2.10
H 1.06208 2.64654 0.05933 -0.28 0.40 -0.13
```
Forces are in eV/Å.

The calculation puts the highest occupied orbital energy at -9.82 eV. The relative energy (zero: lowest compared OMol25 entry of this formula, charge and spin) comes out at 1.347 eV. The molar mass is 130.534 g mol⁻¹. The total energy comes out at -21745.3700 eV. Its gap between HOMO and LUMO is 9.91 eV. As for the net charge: 0. As for the SMILES: O=c1cc(Cl)[nH]cn1. The LUMO energy comes out at 0.1 eV.

Entry 3:
DFT (wB97M-V/def2-TZVPD) results for a 2-piece molecular cluster, C2H6S overall.

```
9
Properties=species:S:1:pos:R:3:forces:R:3
C -1.21722 -0.53485 0.40896 1.11 -0.72 -0.85
C -1.45646 0.05055 -0.75840 -1.34 1.14 0.80
H -1.82380 -0.47464 1.29873 -0.53 -0.23 -0.27
H -0.35292 -1.19438 0.45435 0.30 0.43 0.49
H -2.43743 0.51148 -0.87552 0.22 0.34 -0.01
H -0.76431 0.31734 -1.54364 0.25 -0.98 -0.16
S 2.43015 0.57053 -0.20513 0.35 0.16 -0.05
H 3.65645 0.77768 0.32781 -0.35 -0.10 -0.11
H 1.96554 -0.02371 0.89283 -0.01 -0.04 0.16
```
Forces are in eV/Å.

The calculation puts the highest occupied orbital energy at -9.76 eV. The relative energy (zero: lowest compared OMol25 entry of this formula, charge and spin) comes out at 1.244 eV. The molar mass is 62.137 g mol⁻¹. The total energy comes out at -13005.1497 eV. Its gap between HOMO and LUMO is 10.68 eV. As for the net charge: 0. As for the SMILES: C=C.S. The LUMO energy comes out at 0.9 eV.

Number 3 is which compound? C2H6S